Model P:
Molecular formula: C3H8N2
Method: DFT, ωB97M-V/def2-TZVPD

Results
Orbital gap (alpha / beta) (eV): 9.05 / 9.05

```
! wB97M-V def2-TZVPD RIJCOSX def2/J DEFGRID3
* xyz 0 1
C -0.82 1.01 -0.45
C -0.21 -0.14 0.28
C -0.33 -1.65 -0.09
N 0.83 1.74 0.45
N 1.18 0.30 0.11
H -0.38 1.12 -1.43
H -1.79 1.41 -0.14
H -0.68 -0.08 1.23
H -0.15 -1.79 -1.26
H -1.28 -2.05 0.15
H 0.40 -2.05 0.60
H 1.36 2.27 -0.22
H 1.86 -0.10 0.79
*
```

Model Q:
Molecular formula: C3H8N2
Method: DFT, ωB97M-V/def2-TZVPD

Results
Orbital gap (eV): 9.86

```
! wB97M-V def2-TZVPD RIJCOSX def2/J DEFGRID3
* xyz 0 1
C 0.86 -0.12 1.92
N 0.25 0.61 1.01
N 0.30 0.31 -0.41
C 0.03 -1.17 -0.68
C -0.66 1.26 -0.96
H 1.27 -1.14 1.71
H 0.73 0.46 2.88
H -0.38 -1.40 -1.68
H -0.68 -1.68 0.02
H 1.02 -1.78 -0.56
H -0.08 2.22 -1.25
H -1.20 0.93 -1.87
H -1.46 1.50 -0.11
*
```

Model R:
Molecular formula: C3H8N2
Method: DFT, ωB97M-V/def2-TZVPD

Results
Orbital gap (eV): 9.68

```
! wB97M-V def2-TZVPD RIJCOSX def2/J DEFGRID3
* xyz 0 1
C 0.16 -0.84 -1.70
C -0.02 -0.25 -0.32
C -0.90 -0.98 0.67
N 0.56 0.86 -0.04
N 0.31 1.43 1.19
H 0.89 -0.23 -2.28
H 0.48 -1.89 -1.67
H -0.79 -0.84 -2.28
H -1.69 -0.30 1.02
H -0.30 -1.26 1.60
H -1.32 -1.93 0.23
H 1.01 2.10 1.41
H 0.21 0.77 1.97
*
```

The structure with the least stability is model P.

Model P:
Molecular formula: C2H4N2S2
Method: DFT, ωB97M-V/def2-TZVPD

Results
Orbital gap (alpha / beta) (eV): 7.22 / 6.95

```
! wB97M-V def2-TZVPD RIJCOSX def2/J DEFGRID3
* xyz 0 1
C 1.06 0.62 0.51
C -0.08 1.49 0.28
N 1.06 -0.64 0.66
N -0.70 -1.72 -0.90
S -1.58 0.93 0.83
S -1.32 -0.98 0.47
H 2.06 1.01 0.33
H 0.19 2.50 0.30
H -0.91 -1.08 -1.60
H 0.23 -2.13 -0.88
*
```

Model Q:
Molecular formula: C2H4N2S2
Method: DFT, ωB97M-V/def2-TZVPD

Results
Orbital gap (eV): 8.45

```
! wB97M-V def2-TZVPD RIJCOSX def2/J DEFGRID3
* xyz 0 1
C 0.65 -1.32 0.74
N 0.70 -0.31 1.53
S 0.34 1.28 0.97
C -0.99 0.92 -0.26
S -0.51 -0.24 -1.57
N 0.23 -1.41 -0.55
H 0.96 -2.31 1.17
H -1.84 0.60 0.32
H -1.20 1.86 -0.74
H 0.32 -2.36 -0.87
*
```

Model R:
Molecular formula: C2H4N2S2
Method: DFT, ωB97M-V/def2-TZVPD

Results
Orbital gap (eV): 7.65

```
! wB97M-V def2-TZVPD RIJCOSX def2/J DEFGRID3
* xyz 0 1
N -2.61 -1.11 -1.29
N -1.83 -0.41 -0.29
C -0.58 -0.40 -0.74
C 0.54 0.10 0.00
S 1.85 0.78 -0.63
S 0.41 0.11 1.82
H -3.83 -1.00 -1.34
H -2.00 -1.26 -2.36
H -0.42 -0.53 -1.81
H 1.36 0.95 2.16
*
```

The structure with the least stability is model P.

Model P:
Molecular formula: C2H4N2S2
Method: DFT, ωB97M-V/def2-TZVPD

Results
Orbital gap (eV): 8.85

```
! wB97M-V def2-TZVPD RIJCOSX def2/J DEFGRID3
* xyz 0 1
C 0.18 1.44 -0.23
N 1.34 0.95 -0.40
S 1.70 -0.70 -0.43
C 0.20 -1.49 0.20
S -1.27 -0.82 -0.59
N -1.04 0.80 -0.17
H 0.13 2.54 -0.13
H 0.14 -1.36 1.28
H 0.30 -2.53 -0.03
H -1.68 1.17 0.50
*
```

Model Q:
Molecular formula: C2H4N2S2
Method: DFT, ωB97M-V/def2-TZVPD

Results
Orbital gap (eV): 7.85

```
! wB97M-V def2-TZVPD RIJCOSX def2/J DEFGRID3
* xyz 0 1
N 0.53 -1.68 0.26
C 0.65 -0.38 0.09
S 2.11 0.42 -0.25
C -0.65 0.37 0.01
N -0.49 1.66 -0.03
S -2.14 -0.40 0.07
H 1.48 -2.13 0.19
H -0.40 -2.05 0.65
H -1.29 2.20 -0.04
H 0.51 1.95 -0.13
*
```

The structure with the least stability is model P.

Model P:
Molecular formula: C5H13N2O
Method: DFT, ωB97M-V/def2-TZVPD

Results
Orbital gap (eV): 4.26

```
! wB97M-V def2-TZVPD RIJCOSX def2/J DEFGRID3
* xyz 1 1
N 3.39 -0.27 2.21
C 0.45 -2.32 -1.62
C -0.18 -0.82 -1.59
N 0.25 -0.21 -0.31
C 0.00 1.87 1.08
C -0.36 1.09 -0.17
C -1.98 0.97 0.01
O -2.66 -0.03 -0.02
H 1.55 -2.42 -1.62
H 3.57 -1.12 2.59
H 2.52 -0.41 1.63
H -0.05 -2.75 -0.69
H 0.02 -2.83 -2.53
H -1.28 -0.94 -1.54
H 0.07 -0.47 -2.67
H 4.10 0.06 1.63
H -0.44 1.25 1.84
H 1.08 2.04 1.16
H -0.42 2.89 1.11
H -0.15 1.66 -1.07
H -2.40 1.81 0.73
*
```

Model Q:
Molecular formula: C5H13N2O
Method: DFT, ωB97M-V/def2-TZVPD

Results
Orbital gap (eV): 11.10

```
! wB97M-V def2-TZVPD RIJCOSX def2/J DEFGRID3
* xyz 1 1
C 1.52 -0.92 -1.69
C 0.32 -0.13 -1.16
C -0.12 -0.54 0.23
N -0.72 -1.92 0.21
C -1.28 0.36 0.71
O -2.41 -0.12 0.61
N -1.04 1.60 1.11
C 0.28 2.19 1.37
H 2.24 -0.24 -2.15
H 2.07 -1.51 -0.97
H 1.22 -1.58 -2.50
H -0.53 -0.27 -1.83
H 0.49 0.94 -1.15
H 0.73 -0.54 0.92
H -0.51 -2.39 -0.67
H -1.76 -1.68 0.25
H -0.39 -2.49 0.98
H -1.87 2.16 1.21
H 0.90 1.49 1.91
H 0.74 2.59 0.49
H 0.11 2.98 2.11
*
```

The structure with the least stability is model P.

Model P:
Molecular formula: C5H13N2O
Method: DFT, ωB97M-V/def2-TZVPD

Results
Orbital gap (eV): 9.73

```
! wB97M-V def2-TZVPD RIJCOSX def2/J DEFGRID3
* xyz 1 1
N -0.55 -2.43 -0.23
C 0.02 -2.02 0.90
N 1.12 -1.34 0.95
C 1.72 -0.61 -0.15
C 1.01 0.69 -0.65
C -0.11 1.27 0.23
C -1.38 1.59 -0.50
O -2.33 2.16 0.43
H -0.59 -1.76 -1.00
H -1.41 -2.96 -0.16
H -0.36 -2.39 1.85
H 1.50 -1.23 1.88
H 1.76 -1.31 -0.98
H 2.75 -0.37 0.07
H 0.67 0.58 -1.68
H 1.82 1.39 -0.79
H -0.33 0.57 1.05
H 0.27 2.12 0.79
H -1.27 2.29 -1.32
H -1.88 0.68 -0.82
H -2.44 3.08 0.14
*
```

Model Q:
Molecular formula: C5H13N2O
Method: DFT, ωB97M-V/def2-TZVPD

Results
Orbital gap (eV): 8.59

```
! wB97M-V def2-TZVPD RIJCOSX def2/J DEFGRID3
* xyz 1 1
C -0.91 -1.33 -0.34
C 1.19 0.14 -1.72
C 0.36 2.05 -0.24
C 0.68 -0.29 2.19
C 0.15 0.70 -0.74
N -2.02 -1.85 0.10
N -1.03 -0.05 -0.88
O 0.68 -0.73 0.89
H -0.26 -1.98 -0.78
H 1.01 -0.89 -2.10
H 2.26 0.16 -1.22
H 1.30 1.00 -2.48
H 0.05 2.81 -0.95
H 1.48 2.11 -0.18
H -0.16 2.19 0.79
H -0.12 -0.67 2.77
H 0.43 0.86 2.16
H 1.58 -0.38 2.66
H -2.09 -2.91 0.22
H -2.84 -1.41 0.29
H -1.74 0.47 -0.44
*
```

The structure with the least stability is model Q.

Model P:
Molecular formula: C5H13N2O
Method: DFT, ωB97M-V/def2-TZVPD

Results
Orbital gap (eV): 10.68

```
! wB97M-V def2-TZVPD RIJCOSX def2/J DEFGRID3
* xyz 1 1
C 2.30 0.02 0.24
O 1.73 0.16 1.55
C 1.46 0.78 -0.73
C 1.46 0.62 -2.05
H 2.33 -1.04 -0.04
H 3.32 0.39 0.23
H 2.44 0.12 2.20
H 0.89 1.59 -0.28
H 0.87 1.28 -2.67
H 2.03 -0.16 -2.55
C -2.28 -1.14 -0.98
N -1.40 -0.51 -0.01
C -1.82 0.03 1.10
N -1.04 0.54 2.03
H -2.11 -2.21 -1.00
H -2.10 -0.74 -1.98
H -3.31 -0.95 -0.71
H -0.41 -0.45 -0.26
H -2.88 0.00 1.27
H -0.03 0.53 1.93
H -1.44 1.16 2.71
*
```

Model Q:
Molecular formula: C5H13N2O
Method: DFT, ωB97M-V/def2-TZVPD

Results
Orbital gap (eV): 10.80

```
! wB97M-V def2-TZVPD RIJCOSX def2/J DEFGRID3
* xyz 1 1
C -1.37 0.16 2.81
C -0.79 -0.45 1.53
N -1.08 0.62 0.41
C -0.59 0.35 -0.97
C 0.94 0.80 -0.87
O 1.13 1.79 -0.19
N 1.86 0.16 -1.62
C 1.74 -1.10 -2.23
H -0.54 0.55 3.44
H -1.75 -0.74 3.37
H -2.27 0.81 2.77
H -1.21 -1.44 1.27
H 0.38 -0.50 1.60
H -2.06 0.95 0.23
H -0.60 1.51 0.70
H -1.38 0.78 -1.71
H -0.49 -0.59 -1.49
H 2.68 0.65 -1.76
H 0.88 -1.14 -2.90
H 2.65 -1.33 -2.90
H 1.87 -1.82 -1.50
*
```

Model R:
Molecular formula: C5H13N2O
Method: DFT, ωB97M-V/def2-TZVPD

Results
Orbital gap (eV): 10.12

```
! wB97M-V def2-TZVPD RIJCOSX def2/J DEFGRID3
* xyz 1 1
C 0.41 -3.33 1.34
C 0.79 -1.87 0.84
N 0.10 -1.55 -0.41
C -0.30 -0.27 -0.84
O -1.32 -0.13 -1.53
C 0.52 0.99 -0.64
N -0.31 2.21 -1.08
C -1.02 3.10 -0.13
H 1.22 -3.99 0.99
H -0.65 -3.65 1.19
H 0.49 -3.20 2.52
H 1.90 -1.90 0.74
H 0.43 -1.04 1.62
H -0.48 -2.29 -0.80
H 0.80 1.10 0.41
H 1.48 1.03 -1.18
H 0.39 2.79 -1.65
H -0.94 1.86 -1.86
H -0.32 3.69 0.54
H -1.60 2.60 0.54
H -1.58 3.84 -0.61
*
```

The structure with the least stability is model Q.

Model P:
Molecular formula: C5H13N2O
Method: DFT, ωB97M-V/def2-TZVPD

Results
Orbital gap (eV): 10.87

```
! wB97M-V def2-TZVPD RIJCOSX def2/J DEFGRID3
* xyz 1 1
O 1.98 -1.36 -1.92
C 1.82 -0.34 -1.31
C 0.80 -0.17 -0.18
C 0.28 1.25 -0.17
C -0.54 1.58 1.08
C -1.12 0.38 1.78
N -2.09 -0.33 0.90
N -0.35 -1.09 -0.43
H 2.47 0.55 -1.52
H 1.20 -0.51 0.77
H -0.34 1.38 -1.05
H 1.05 1.94 -0.32
H 0.16 2.05 1.78
H -1.25 2.41 1.00
H -1.59 0.65 2.73
H -0.30 -0.30 1.95
H -2.74 -0.91 1.43
H -2.70 0.34 0.44
H 0.01 -2.00 -0.57
H -1.40 -0.83 0.22
H -0.74 -0.90 -1.36
*
```

Model Q:
Molecular formula: C5H13N2O
Method: DFT, ωB97M-V/def2-TZVPD

Results
Orbital gap (eV): 7.72

```
! wB97M-V def2-TZVPD RIJCOSX def2/J DEFGRID3
* xyz 1 1
C 1.50 -1.29 0.46
C 1.64 -2.40 -0.20
C 0.59 -0.37 2.60
N 0.75 -1.32 1.71
H 1.90 -0.29 0.27
H 1.08 -3.29 0.17
H 2.11 -2.40 -1.18
H -0.03 -0.53 3.47
H 1.08 0.60 2.35
H 0.17 -2.17 1.90
C -0.42 1.74 -1.16
O -0.46 2.08 -2.56
C -1.53 0.72 -0.98
N -1.54 0.26 0.40
H 0.50 1.34 -0.77
H -0.67 2.64 -0.61
H 0.26 2.64 -2.88
H -2.49 1.17 -1.23
H -1.35 -0.18 -1.60
H -2.40 -0.32 0.59
H -1.60 1.08 1.04
*
```

Model R:
Molecular formula: C5H13N2O
Method: DFT, ωB97M-V/def2-TZVPD

Results
Orbital gap (eV): 4.41

```
! wB97M-V def2-TZVPD RIJCOSX def2/J DEFGRID3
* xyz 1 1
C 2.26 -1.67 0.34
N 1.23 -1.30 1.32
C -3.76 0.71 0.24
C -2.72 1.09 -0.50
C -1.46 1.60 0.16
O -0.61 0.58 0.05
C 2.59 -0.42 -0.47
N 1.44 -0.14 -1.33
H 1.93 -2.51 -0.28
H 3.11 -1.91 0.96
H 1.18 -2.00 2.05
H -4.68 0.47 -0.29
H -3.78 0.68 1.32
H -2.75 1.00 -1.57
H -1.04 2.47 -0.39
H -1.58 1.98 1.18
H 2.72 0.37 0.27
H 3.37 -0.65 -1.21
H 1.68 0.57 -2.01
H 0.30 -1.06 0.98
H 0.57 0.12 -0.83
*
```

The structure with the least stability is model R.

Model P:
Molecular formula: C5H13N2O
Method: DFT, ωB97M-V/def2-TZVPD

Results
Orbital gap (eV): 4.69

```
! wB97M-V def2-TZVPD RIJCOSX def2/J DEFGRID3
* xyz 1 1
N -1.57 -1.62 -1.46
C -1.99 -0.60 -0.44
C -0.82 0.32 -0.06
N 0.29 0.19 -0.82
C 2.31 1.32 -1.50
C 1.27 1.26 -0.40
C 1.91 0.68 0.97
O -1.05 1.20 0.89
H -3.00 -2.91 4.86
H -2.41 -2.00 -1.83
H -3.16 -3.41 4.25
H -2.41 -1.14 0.43
H -2.80 0.05 -0.81
H -0.91 -1.17 -2.15
H 2.59 0.31 -1.93
H 3.23 1.99 -1.36
H 1.91 1.82 -2.40
H 0.64 2.16 -0.25
H 2.68 1.31 1.44
H 2.25 -0.38 0.93
H 1.04 0.61 1.65
*
```

Model Q:
Molecular formula: C5H13N2O
Method: DFT, ωB97M-V/def2-TZVPD

Results
Orbital gap (eV): 3.27

```
! wB97M-V def2-TZVPD RIJCOSX def2/J DEFGRID3
* xyz 1 1
O -1.24 0.53 -0.26
C -0.63 1.30 0.43
C 0.73 1.16 0.96
C 1.37 -0.11 1.34
C 2.58 -0.42 0.43
C 2.09 -0.33 -1.04
N 1.30 -1.51 -1.47
N -5.01 0.04 -0.71
H -1.16 2.21 0.76
H 1.02 2.08 1.49
H 0.62 -0.86 1.03
H 1.51 -0.25 2.42
H 3.43 0.29 0.50
H 3.02 -1.38 0.75
H 2.90 -0.21 -1.76
H 1.38 0.54 -1.03
H 0.31 -1.30 -1.45
H 1.46 -2.21 -0.75
H -5.23 0.99 -0.96
H -4.68 -0.01 0.23
H -5.78 -0.56 -0.89
*
```

The structure with the least stability is model P.